(1)
The following is a quantum chemistry calculation of C2H6GdO2 as an isolated structure, from the Open Molecules 2025 dataset.

Each line ends with the Mulliken spin population.
Element x y z (Å)
C (1.155, -0.496, 1.253)  0.08
C (-0.283, -0.348, 1.546)  0.10
O (-1.089, -0.030, 0.451)  -0.04
H (1.689, -0.748, 2.177)  0.00
H (1.348, -1.302, 0.525)  -0.02
H (1.599, 0.438, 0.856)  -0.03
H (-0.679, 0.004, 2.497)  0.02
H (-1.977, 0.233, 0.736)  0.03
Gd (-0.754, 0.143, -1.846)  7.92
O (-0.724, 0.688, -3.880)  -0.09
H (-0.285, 1.418, -4.315)  0.01

Its net charge is +2. The HOMO-LUMO gap (alpha / beta) is 4.434 / 7.196 eV. Its expectation value of S² is 20.05. The spin multiplicity is 9.

(2)
The following is a quantum chemistry calculation of C21H46IrN3OS2Sb as an isolated structure, from the Open Molecules 2025 dataset.

Each line ends with the Löwdin charge.
Element x y z (Å)
Ir (0.857, 1.018, 0.424)  0.47
N (1.459, 2.908, 1.601)  -0.15
C (0.498, 3.506, 2.533)  -0.22
C (-0.189, 2.348, 3.237)  -0.22
N (-0.782, 1.510, 2.187)  -0.06
H (2.226, 2.516, 2.140)  0.08
H (1.866, 3.584, 0.965)  0.05
H (-0.217, 4.103, 1.963)  0.11
H (0.976, 4.162, 3.261)  0.13
H (-0.925, 2.716, 3.954)  0.12
H (0.542, 1.744, 3.778)  0.12
H (-1.544, 2.017, 1.751)  0.05
H (-1.172, 0.657, 2.571)  0.05
C (2.980, -1.675, -2.695)  -0.11
C (2.605, -0.573, -1.738)  -0.74
S (1.243, -0.858, -0.720)  0.56
C (3.247, 0.611, -1.657)  -0.75
C (4.496, 0.956, -2.422)  -0.10
S (2.574, 1.796, -0.610)  0.66
H (2.366, -2.563, -2.541)  0.07
H (4.024, -1.963, -2.560)  0.09
H (2.854, -1.354, -3.732)  0.09
H (4.455, 0.549, -3.434)  0.08
H (5.376, 0.537, -1.928)  0.09
H (4.637, 2.033, -2.495)  0.07
O (1.386, -0.543, 2.541)  -0.03
C (0.982, -1.557, 3.093)  -0.48
C (-0.314, -2.235, 2.736)  -0.09
C (0.021, -3.371, 1.733)  -0.18
C (1.234, -4.268, 2.052)  -0.18
C (2.610, -3.575, 1.986)  -0.17
C (3.000, -2.822, 3.273)  -0.16
N (1.791, -2.290, 3.938)  0.06
H (-1.000, -1.528, 2.267)  0.08
H (-0.782, -2.641, 3.637)  0.13
H (0.195, -2.913, 0.757)  0.06
H (-0.866, -4.001, 1.634)  0.11
H (1.225, -5.066, 1.308)  0.11
H (1.096, -4.772, 3.016)  0.12
H (2.598, -2.869, 1.154)  0.09
H (3.379, -4.315, 1.757)  0.11
H (3.674, -1.997, 3.054)  0.12
H (3.493, -3.477, 3.988)  0.12
H (1.277, -3.038, 4.374)  0.11
C (-3.544, -0.242, 0.959)  -0.14
C (-2.857, -0.728, -0.320)  -0.52
C (-3.881, -0.985, -1.423)  -0.12
Sb (-1.327, 0.661, -0.952)  1.47
C (-2.362, 2.572, -0.862)  -0.54
C (-1.382, 3.742, -0.986)  -0.15
C (-3.492, 2.713, -1.882)  -0.12
C (-1.236, 0.334, -3.069)  -0.54
C (-0.263, 1.328, -3.700)  -0.12
C (-0.884, -1.102, -3.457)  -0.14
H (-4.273, -0.982, 1.299)  0.09
H (-4.088, 0.691, 0.793)  0.08
H (-2.847, -0.082, 1.783)  0.04
H (-2.317, -1.655, -0.107)  0.08
H (-4.406, -0.076, -1.719)  0.06
H (-4.635, -1.686, -1.053)  0.09
H (-3.441, -1.423, -2.319)  0.06
H (-2.801, 2.591, 0.142)  0.06
H (-1.096, 3.906, -2.027)  0.07
H (-0.459, 3.583, -0.427)  0.02
H (-1.855, 4.663, -0.633)  0.09
H (-3.132, 2.572, -2.905)  0.07
H (-3.916, 3.720, -1.827)  0.09
H (-4.310, 2.012, -1.712)  0.06
H (-2.257, 0.546, -3.395)  0.08
H (0.757, 1.144, -3.349)  0.07
H (-0.508, 2.367, -3.476)  0.06
H (-0.271, 1.216, -4.788)  0.09
H (0.162, -1.312, -3.249)  0.03
H (-1.049, -1.238, -4.530)  0.09
H (-1.479, -1.856, -2.937)  0.06

Its energy relative to the best compared isomer or geometry (same formula, charge and spin) is 0.00 kcal/mol. Its net charge is +1. The HOMO-LUMO gap is 6.452 eV. The spin multiplicity is 1.

(3)
The following is a quantum chemistry calculation of a 2-piece molecular cluster, C4H5NO overall, from the Open Molecules 2025 dataset.

Each line ends with the Löwdin charge.
Element x y z (Å)
O (-1.597, 1.417, 1.148)  0.16
C (-1.122, 0.432, 0.757)  -0.22
N (0.688, 1.104, -0.064)  0.06
C (1.523, 0.641, -0.904)  -0.03
C (-0.293, -1.665, -0.185)  0.00
C (-1.184, -0.962, 0.593)  -0.26
H (0.880, 2.067, 0.226)  0.09
H (1.355, -0.385, -1.229)  0.03
H (2.371, 1.228, -1.277)  0.08
H (-0.613, -2.725, -0.160)  -0.01
H (-2.058, -1.342, 1.142)  0.10

Its energy relative to the best compared isomer or geometry (same formula, charge and spin) is 106.81 kcal/mol. Its net charge is 0. The HOMO-LUMO gap is 8.248 eV. The spin multiplicity is 1.

(4)
The following is a quantum chemistry calculation of a 2-piece molecular cluster, C6H15ClNO overall, from the Open Molecules 2025 dataset.

Each line ends with the Löwdin charge.
Element x y z (Å)
C (2.068, -0.418, 0.296)  -0.17
C (2.026, -0.173, -1.248)  -0.31
C (3.403, 0.194, -1.905)  -0.91
N (3.593, 1.622, -1.861)  -0.20
Cl (4.812, -0.763, -1.158)  0.35
H (1.325, 0.180, 0.843)  0.03
H (1.894, -1.499, 0.462)  0.05
H (3.042, -0.191, 0.762)  0.03
H (1.661, -1.105, -1.748)  0.08
H (1.286, 0.617, -1.435)  0.07
H (3.352, -0.126, -2.967)  0.05
H (3.930, 1.767, -0.901)  -0.09
C (-3.233, 1.087, 1.390)  -0.07
C (-2.289, 0.205, 0.587)  -0.49
C (-2.910, -1.154, 0.301)  -0.07
O (-1.068, 0.033, 1.299)  -0.06
H (-3.460, 0.631, 2.358)  0.08
H (-2.771, 2.055, 1.593)  0.08
H (-4.171, 1.254, 0.855)  0.07
H (-2.038, 0.698, -0.354)  0.14
H (-3.127, -1.684, 1.233)  0.08
H (-2.219, -1.777, -0.268)  0.08
H (-3.839, -1.054, -0.266)  0.08
H (-1.269, -0.401, 2.133)  0.09

Its net charge is -1. The HOMO-LUMO gap is 4.414 eV. The spin multiplicity is 1.

(5)
The following is a quantum chemistry calculation of C5H12F7MgNO7S2 as an isolated structure, from the Open Molecules 2025 dataset.

Each line ends with the Löwdin charge.
Element x y z (Å)
Mg (8.397, 11.738, 9.642)  1.26
C (13.081, 13.521, 8.207)  -0.69
F (14.200, 14.155, 8.404)  0.17
F (13.082, 13.225, 6.935)  0.15
F (13.255, 12.375, 8.867)  0.12
S (11.529, 14.538, 8.874)  0.76
O (11.709, 14.364, 10.358)  -0.36
O (11.670, 15.956, 8.523)  -0.29
N (10.086, 13.575, 8.292)  -0.35
S (9.977, 14.119, 6.822)  0.58
O (11.187, 14.555, 6.089)  -0.30
O (8.977, 13.320, 6.060)  -0.32
C (8.988, 15.788, 7.087)  -0.62
F (7.669, 15.540, 7.102)  0.13
F (9.413, 16.526, 8.106)  0.11
F (9.224, 16.556, 5.997)  0.11
F (6.158, 11.316, 8.547)  -0.65
C (8.730, 7.598, 7.666)  -0.11
O (9.269, 8.967, 7.621)  -0.15
H (8.224, 7.484, 8.625)  0.07
H (8.097, 7.364, 6.811)  0.08
H (9.511, 6.843, 7.748)  0.07
H (9.376, 9.174, 6.690)  0.07
C (6.936, 12.966, 13.177)  -0.11
O (7.433, 13.394, 11.863)  -0.15
H (6.762, 13.810, 13.844)  0.08
H (5.977, 12.448, 13.190)  0.08
H (7.717, 12.384, 13.667)  0.08
H (7.023, 14.260, 11.799)  0.08
C (10.719, 9.328, 11.918)  -0.10
O (9.403, 9.759, 11.509)  -0.16
H (10.688, 8.241, 12.000)  0.09
H (11.508, 9.586, 11.212)  0.09
H (10.925, 9.744, 12.904)  0.09
H (8.699, 9.329, 12.000)  0.09

Its energy relative to the best compared isomer or geometry (same formula, charge and spin) is 168.57 kcal/mol. Its net charge is 0. The HOMO-LUMO gap is 7.716 eV. The spin multiplicity is 1.

Repeat the fourth record exactly.
The following is a quantum chemistry calculation of a 2-piece molecular cluster, C6H15ClNO overall, from the Open Molecules 2025 dataset.

Each line ends with the Löwdin charge.
Element x y z (Å)
C (2.068, -0.418, 0.296)  -0.17
C (2.026, -0.173, -1.248)  -0.31
C (3.403, 0.194, -1.905)  -0.91
N (3.593, 1.622, -1.861)  -0.20
Cl (4.812, -0.763, -1.158)  0.35
H (1.325, 0.180, 0.843)  0.03
H (1.894, -1.499, 0.462)  0.05
H (3.042, -0.191, 0.762)  0.03
H (1.661, -1.105, -1.748)  0.08
H (1.286, 0.617, -1.435)  0.07
H (3.352, -0.126, -2.967)  0.05
H (3.930, 1.767, -0.901)  -0.09
C (-3.233, 1.087, 1.390)  -0.07
C (-2.289, 0.205, 0.587)  -0.49
C (-2.910, -1.154, 0.301)  -0.07
O (-1.068, 0.033, 1.299)  -0.06
H (-3.460, 0.631, 2.358)  0.08
H (-2.771, 2.055, 1.593)  0.08
H (-4.171, 1.254, 0.855)  0.07
H (-2.038, 0.698, -0.354)  0.14
H (-3.127, -1.684, 1.233)  0.08
H (-2.219, -1.777, -0.268)  0.08
H (-3.839, -1.054, -0.266)  0.08
H (-1.269, -0.401, 2.133)  0.09

Its net charge is -1. The HOMO-LUMO gap is 4.414 eV. The spin multiplicity is 1.